Entry 1:
The following is a quantum chemistry calculation of a molecular structure, C27H52Cl6F2HfO8 at a distorted geometry, from the Open Molecules 2025 dataset.

Structure (XYZ):
```
96
Properties=species:S:1:pos:R:3:mulliken_charge:R:1
Hf 1.407 0.341 -1.287 1.0360
C -3.139 -5.518 2.578 0.6969
O -2.780 -6.110 1.607 -0.4343
O -3.258 -4.728 3.340 -0.2561
O 1.174 -1.826 -1.391 -1.1248
F 2.278 2.076 -1.243 -0.8609
F -0.421 0.923 -0.773 -0.1102
Cl -2.188 5.481 0.940 -0.1679
C -0.419 5.649 0.651 -0.4966
C -0.114 4.606 -0.391 0.4539
Cl -1.031 4.843 -1.951 -0.1738
H 0.135 5.241 1.590 0.2372
H -0.282 6.659 0.476 0.4573
H -0.410 3.635 0.004 -0.7665
H 0.917 4.564 -0.703 0.4420
Cl -2.214 -2.775 1.163 -0.1682
C -2.376 -3.015 -0.556 -0.1022
C -3.481 -1.980 -0.882 -0.0190
Cl -4.069 -2.013 -2.567 -0.2302
H -2.709 -4.063 -0.785 0.4358
H -1.345 -2.880 -0.994 -0.0136
H -3.107 -0.951 -0.792 -0.4565
H -4.314 -2.172 -0.235 0.5415
Cl -3.480 2.086 2.131 -0.1163
C -4.480 2.158 0.688 -0.5984
C -3.615 2.119 -0.546 0.8517
Cl -4.721 2.207 -1.996 -0.2406
H -5.047 3.104 0.663 0.3606
H -5.242 1.420 0.690 0.4171
H -2.928 1.259 -0.693 -0.6378
H -3.036 3.006 -0.707 -0.0478
C -0.290 1.736 2.139 0.3249
C -0.506 0.307 2.677 0.3255
C 0.256 -0.502 1.577 -0.6443
O 1.347 0.388 1.130 -0.0441
C 1.126 1.656 1.665 -0.9030
H -0.481 2.537 2.875 0.4216
H -0.960 1.915 1.326 -0.8205
H -1.523 -0.037 2.659 0.3422
H -0.066 0.235 3.730 -0.0612
H -0.331 -0.654 0.712 -0.1289
H 0.797 -1.440 1.853 0.1985
H 1.298 2.435 0.903 0.3448
H 1.854 1.782 2.482 0.4050
C -2.430 -3.140 6.122 -0.3715
C -2.993 -1.693 6.009 -0.6713
C -1.732 -0.832 5.650 -0.3694
O -0.945 -1.673 4.859 -0.3150
C -1.125 -3.037 5.314 -0.4500
H -3.061 -3.985 5.755 0.2332
H -2.154 -3.369 7.149 0.3070
H -3.751 -1.342 6.778 0.3766
H -3.640 -1.684 5.119 0.1981
H -1.222 -0.530 6.542 0.2575
H -1.935 0.046 5.113 0.4079
H -0.205 -3.380 5.913 0.2099
H -1.124 -3.637 4.444 0.2233
C 3.481 -1.263 -4.875 -0.7486
C 3.019 0.125 -5.234 -0.1542
C 3.382 0.909 -3.967 -0.6087
O 2.940 -0.039 -2.898 0.3940
C 3.236 -1.422 -3.315 -0.6417
H 4.504 -1.322 -5.147 0.3360
H 2.942 -2.053 -5.472 0.3270
H 1.954 0.237 -5.374 0.0063
H 3.529 0.448 -6.189 0.3891
H 2.892 1.852 -3.796 0.2425
H 4.486 1.029 -3.766 0.2879
H 2.367 -2.055 -3.144 0.3117
H 4.108 -1.704 -2.876 0.3285
C 4.926 -1.926 0.994 -0.5404
C 5.322 -0.440 0.985 -0.6683
C 4.575 0.116 -0.195 -0.5210
O 3.423 -0.719 -0.409 0.5162
C 3.482 -1.924 0.345 0.1205
H 4.884 -2.268 2.040 0.3541
H 5.646 -2.605 0.470 0.2753
H 6.398 -0.257 1.014 0.4315
H 5.027 0.099 1.907 0.2739
H 5.200 0.104 -1.096 0.2161
H 4.302 1.163 0.052 0.0724
H 3.381 -2.793 -0.363 0.2071
H 2.604 -1.984 1.039 -0.4080
C -1.367 1.750 -4.480 -0.7645
C -2.042 0.587 -3.851 0.1242
C -0.847 -0.253 -3.357 -0.3817
O 0.216 0.663 -3.169 0.8278
C -0.169 2.048 -3.542 0.1595
H -2.044 2.579 -4.591 0.4021
H -0.965 1.516 -5.475 0.3286
H -2.678 0.082 -4.583 0.4028
H -2.612 0.876 -2.953 -0.4905
H -0.491 -0.949 -4.089 0.4312
H -1.186 -0.681 -2.460 -0.1753
H 0.612 2.474 -4.122 0.4270
H -0.349 2.555 -2.584 -0.7955
```

Calculated values
* F_max: 9.25 eV Å⁻¹
* LUMO level: 0.481 eV

Entry 2:
The following is a quantum chemistry calculation of a molecular structure, C47H52NNaO3P2Si, from the Open Molecules 2025 dataset.

Structure (XYZ):
```
107
Properties=species:S:1:pos:R:3:mulliken_charge:R:1
Na 0.463 0.919 -0.349 1.1052
C -1.078 -1.781 0.930 -0.5977
Si -2.220 -1.288 -0.479 -0.3198
C -2.475 0.561 -0.903 -1.2102
N -1.482 1.401 -1.566 0.7345
C -1.876 2.824 -1.573 -0.4809
C -2.491 3.249 -2.898 -0.9250
C -1.440 3.140 -4.010 -0.7244
C -0.450 2.010 -3.696 -0.8730
C -1.147 0.916 -2.909 -0.0912
C -1.913 -2.270 -2.060 0.6943
C -2.819 -2.137 -3.116 -0.1833
C -2.666 -2.835 -4.301 -0.8461
C -1.593 -3.701 -4.457 -0.6942
C -0.689 -3.862 -3.421 -0.5014
C -0.854 -3.154 -2.239 0.0226
C -3.974 -1.720 0.079 0.2496
C -4.588 -0.960 1.078 -0.0778
C -5.839 -1.285 1.574 -0.7926
C -6.513 -2.394 1.082 -0.5004
C -5.923 -3.166 0.096 -0.8180
C -4.669 -2.829 -0.395 -0.2173
H -0.537 -2.663 0.568 0.4970
H -1.814 -2.221 1.618 0.9196
H -2.669 1.003 0.078 0.4633
H -3.433 0.583 -1.459 0.4367
H -0.992 3.438 -1.365 0.1458
H -2.565 2.981 -0.743 0.3948
H -2.886 4.264 -2.829 0.4486
H -3.346 2.603 -3.114 0.2538
H -0.907 4.087 -4.118 0.3826
H -1.932 2.950 -4.967 0.3118
H 0.391 2.390 -3.109 0.1133
H -0.027 1.594 -4.612 0.5184
H -0.531 0.018 -2.817 0.0071
H -2.059 0.611 -3.450 0.3177
H -3.674 -1.477 -3.011 0.4617
H -3.384 -2.707 -5.101 0.4248
H -1.468 -4.252 -5.382 0.3718
H 0.150 -4.538 -3.526 0.4612
H -0.125 -3.291 -1.451 -0.1556
H -4.083 -0.097 1.498 0.1750
H -6.289 -0.676 2.349 0.4257
H -7.490 -2.656 1.469 0.3785
H -6.437 -4.036 -0.294 0.4189
H -4.228 -3.448 -1.168 0.2986
O -0.361 0.634 1.542 -1.1802
P 0.111 -0.708 2.133 2.9734
C 1.550 -1.837 1.598 -2.7575
P 2.179 -1.674 -0.091 1.1304
O 1.288 -0.940 -1.048 -0.5974
C 2.540 -3.321 -0.731 0.7214
C 2.685 -4.454 0.058 -0.4427
C 2.971 -5.680 -0.524 -0.7649
C 3.113 -5.776 -1.897 -0.5080
C 2.967 -4.648 -2.695 -0.6439
C 2.681 -3.424 -2.116 -0.5925
C 3.776 -0.837 0.035 0.2208
C 4.004 0.292 -0.738 -0.1489
C 5.207 0.980 -0.627 -0.7541
C 6.182 0.534 0.248 -0.5059
C 5.964 -0.609 1.010 -0.8563
C 4.767 -1.292 0.901 -0.5970
C 1.369 0.285 3.245 0.5514
C 1.253 0.479 4.619 -1.0914
C 2.158 1.253 5.338 -0.7764
C 3.239 1.844 4.706 -1.1135
C 3.383 1.661 3.336 -0.8183
C 2.453 0.912 2.634 0.3958
C -0.696 -1.446 3.584 -0.2582
C -0.211 -2.550 4.271 -0.3190
C -0.896 -3.047 5.371 -0.8506
C -2.069 -2.441 5.793 -0.5292
C -2.553 -1.335 5.111 -0.8714
C -1.872 -0.839 4.011 -0.2088
H 1.135 -2.842 1.692 1.1546
H 2.389 -1.728 2.286 1.1351
H 2.572 -4.389 1.134 0.3857
H 3.077 -6.560 0.097 0.4326
H 3.331 -6.733 -2.353 0.4016
H 3.066 -4.721 -3.769 0.4669
H 2.537 -2.549 -2.736 0.3448
H 3.239 0.646 -1.417 0.3301
H 5.374 1.863 -1.229 0.4855
H 7.117 1.071 0.339 0.3994
H 6.726 -0.961 1.693 0.4250
H 4.608 -2.179 1.503 0.3688
H 0.439 0.030 5.174 0.2436
H 2.018 1.377 6.405 0.4336
H 3.959 2.428 5.265 0.3893
H 4.230 2.091 2.811 0.5591
H 2.616 0.826 1.564 -0.0457
H 0.714 -3.025 3.968 0.3442
H -0.508 -3.909 5.899 0.4256
H -2.603 -2.827 6.651 0.3949
H -3.467 -0.854 5.435 0.4258
H -2.250 0.028 3.482 0.2617
C 3.019 4.321 0.680 -1.2082
C 1.677 3.659 0.590 1.0360
C 0.694 3.871 1.699 -0.7307
O 1.412 2.922 -0.346 -0.5869
H 2.924 5.373 0.948 0.4517
H 3.559 4.205 -0.256 0.2721
H 3.573 3.839 1.489 0.1372
H 0.675 4.914 2.017 0.5743
H 1.021 3.266 2.550 0.0225
H -0.286 3.517 1.396 0.0385
```

Calculated values
* ΔE to the lowest compared entry with this formula, charge and spin: 0.0 kJ/mol
* F_max: 0.98 eV Å⁻¹
* LUMO level: 0.198 eV

Entry 3:
The following is a quantum chemistry calculation of a single C3H5N3O molecule at a distorted geometry, from the Open Molecules 2025 dataset.

Structure (XYZ):
```
12
Properties=species:S:1:pos:R:3:nbo_charge:R:1
N 0.149 -1.606 -0.452 -0.8188
C 1.064 -0.725 -0.043 0.6599
O 2.217 -1.065 0.142 -0.6114
C 0.621 0.719 0.062 -0.5104
C -0.933 0.816 0.466 -0.0726
N -1.453 2.142 0.492 -0.0535
N -1.792 1.470 -0.480 -0.0556
H -0.798 -1.418 -0.355 0.3867
H 0.503 -2.621 -0.583 0.4178
H 1.187 1.181 0.761 0.2371
H 0.671 1.168 -0.991 0.2418
H -1.435 -0.061 0.982 0.1790
```

Calculated values
* ΔE to the lowest compared entry with this formula, charge and spin: 294.4 kJ/mol
* F_max: 5.38 eV Å⁻¹
* LUMO level: 0.139 eV
* SMILES: NC(=O)CC1N=N1

What is the F_max in the first record? 9.25 eV Å⁻¹

Which of these has the highest F_max? C27H52Cl6F2HfO8

What is the formula in the third record? C3H5N3O

The lowest F_max belongs to which entry? C47H52NNaO3P2Si